Record 1
Below is 26 unconnected molecules or ions with the total composition C9H72FN3O30S in a non-equilibrium geometry, with properties calculated with ωB97M-V with the def2-TZVPD basis set.

total charge	0
HOMO level	-9.392	eV
E	-3305.60854	hartree
LUMO level	-0.4	eV
gap between HOMO and LUMO	8.9473	eV

Element x y z (Å)
C -1.8394 2.2579 1.9380
C -2.8036 2.4640 0.7474
C -2.3081 3.4373 -0.3328
C -0.8721 3.1952 -0.7458
O -0.7983 2.0733 -1.6498
C -0.6717 0.8598 -1.0073
N -1.3888 -0.0803 -1.8288
O 0.7211 0.5077 -0.8460
C 1.0528 -0.1924 0.3299
C 2.1797 0.4979 1.1467
O 2.3135 -0.0290 2.4241
N 2.0376 1.9143 1.1438
C 2.9833 2.6883 1.9885
C 2.2807 3.8439 2.6996
N 1.5643 3.4096 3.9064
S 3.7878 -0.0882 0.3219
O 4.9046 0.7430 0.6717
O 3.9079 -1.5115 0.5261
F 3.4925 0.1240 -1.2059
H -1.0400 3.0087 1.9876
H -2.3737 2.2775 2.8977
H -1.3424 1.2739 1.8900
H -3.7756 2.7996 1.1206
H -2.9735 1.4756 0.2874
H -2.9442 3.3799 -1.2293
H -2.3797 4.4741 0.0301
H -0.2287 3.0253 0.1238
H -0.4801 4.0614 -1.2907
H -1.1590 0.8958 -0.0195
H -1.2882 -1.0201 -1.4563
H -0.9609 -0.0294 -2.7538
H 1.4133 -1.1985 0.0559
H 0.1813 -0.3364 0.9914
H 1.5783 -0.6234 2.6210
H 2.1242 2.2388 0.1824
H 3.4674 2.0342 2.7230
H 3.7865 3.1036 1.3613
H 1.5955 4.3385 1.9920
H 3.0459 4.5874 2.9698
H 0.6168 3.7730 3.9298
H 1.5078 2.3967 3.9430
O -2.9596 4.8992 2.5780
H -3.2957 5.7910 2.4370
H -3.4524 4.5558 3.3348
O -1.6218 5.3655 -2.8554
H -2.0355 4.8558 -3.5664
H -0.8440 5.7657 -3.2579
O 4.6055 -4.7880 0.9711
H 4.4071 -3.8590 0.8072
H 4.2652 -4.9527 1.8619
O 6.3460 -1.4773 2.6261
H 7.2295 -1.1614 2.8372
H 6.0198 -0.8695 1.9528
O 2.5930 -3.4795 -1.3226
H 3.2429 -4.1916 -1.3419
H 3.0784 -2.7294 -0.9553
O -3.2821 -1.1482 -4.4612
H -2.7090 -0.7168 -5.1020
H -2.7276 -1.2787 -3.6833
O 6.7405 -5.1265 -1.6100
H 6.5540 -4.1940 -1.7787
H 6.3878 -5.2806 -0.7243
O -5.0415 3.7418 4.3229
H -5.3729 3.2109 3.5856
H -5.4426 3.3156 5.0868
O 3.8305 -5.5225 3.7108
H 3.6375 -6.3161 4.2275
H 3.9799 -4.8191 4.3501
O 3.9747 -8.6168 3.9717
H 3.3429 -8.9676 3.3355
H 4.7272 -8.3410 3.4355
O -5.2498 0.9193 3.5387
H -6.0343 0.3603 3.5562
H -4.6444 0.5097 4.1654
O 7.7096 -2.3334 -2.3502
H 7.6513 -1.4345 -2.0121
H 8.6327 -2.4285 -2.6183
O -2.3866 2.8923 -3.9806
H -1.9781 2.3560 -3.2810
H -2.9556 2.2906 -4.4687
O -3.6377 7.2521 -4.8036
H -3.2560 6.7233 -4.0917
H -4.1122 6.6215 -5.3531
O -5.9985 1.9361 0.2848
H -6.4234 1.4714 -0.4472
H -6.3867 1.5242 1.0628
O -2.4738 -2.2066 -0.1931
H -2.1999 -3.1016 0.0390
H -3.2474 -2.3005 -0.7813
O -4.0507 -2.8444 2.1472
H -3.4319 -2.4738 1.5005
H -3.5395 -2.9767 2.9504
O -4.7941 -2.3223 -1.9415
H -5.3109 -1.6456 -1.4723
H -4.6216 -1.9515 -2.8171
O 10.6401 -2.1189 -3.4924
H 10.4403 -1.7943 -4.3766
H 11.5490 -2.4296 -3.5468
O -5.9118 5.5805 1.8382
H -5.5236 5.0062 2.5048
H -6.2452 4.9788 1.1633
O 8.4549 -8.1168 -1.3137
H 8.3118 -8.1623 -2.2643
H 8.1365 -7.2390 -1.0750
O -7.7323 -0.2396 -0.7693
H -7.2960 -1.0787 -0.5870
H -8.4272 -0.4521 -1.4058
O 8.7658 -4.8448 -4.1480
H 8.5932 -3.9208 -4.3482
H 8.4013 -4.9687 -3.2610
O -9.2148 -0.0165 -3.5477
H -9.6416 -0.3849 -4.3273
H -8.4529 0.4647 -3.8867
O -5.7907 -0.9853 0.2693
H -5.2191 -1.6949 0.6132
H -5.3057 -0.1733 0.4601

Atoms 1-6, force components in eV/Å:
C 0.048 -0.124 0.220
C -0.061 -0.304 0.150
C -0.054 0.260 0.246
C 0.090 0.523 -0.258
O 0.723 -0.055 0.241
C -1.025 -0.406 0.012


Record 2
Below is C21H21NO5S in the gas phase in a non-equilibrium geometry, with properties calculated with ωB97M-V with the def2-TZVPD basis set.

total charge	0
HOMO level	-8.708	eV
structure (SMILES)	COc1ccccc1S(=O)(=O)Cc1ccc(C(=O)NCc2ccc(C)cc2)o1
E	-1641.95989	hartree
LUMO level	0.5	eV
gap between HOMO and LUMO	9.2129	eV

Element x y z (Å)
C 0.7475 -1.2338 -1.1438
H 0.7048 -1.7645 -2.1000
H 1.2377 -0.2726 -1.2847
H 1.3186 -1.8227 -0.4214
O -0.5460 -0.9325 -0.6654
C -1.3924 -1.9438 -0.3741
C -2.6349 -1.5724 0.1418
C -3.6014 -2.5077 0.4402
C -3.3448 -3.8531 0.2303
C -2.1105 -4.2366 -0.2662
C -1.1365 -3.2993 -0.5699
H -0.1838 -3.6275 -0.9539
H -1.8957 -5.2831 -0.4231
H -4.0952 -4.5926 0.4595
H -4.5392 -2.1556 0.8394
S -2.9394 0.1629 0.5038
O -1.9202 0.6278 1.4031
O -4.3045 0.2844 0.9405
C -2.8144 1.0487 -1.1329
C -1.8934 2.1856 -0.9823
C -2.0447 3.5425 -1.0864
C -0.8043 4.1091 -0.7166
C 0.0107 3.0575 -0.3905
C 1.3686 2.9850 0.1891
O 2.2158 3.8462 0.0487
N 1.5414 1.8521 0.9056
H 0.7611 1.2180 1.0058
C 2.7913 1.5088 1.5477
C 3.3754 0.2727 0.9162
C 3.3031 -0.9614 1.5451
C 3.7969 -2.0970 0.9252
C 4.3663 -2.0272 -0.3389
C 4.4335 -0.7882 -0.9677
C 3.9452 0.3466 -0.3499
H 4.0039 1.3042 -0.8462
H 4.8783 -0.7159 -1.9499
C 4.9155 -3.2490 -1.0107
H 6.0044 -3.2445 -0.9599
H 4.5574 -4.1554 -0.5284
H 4.6329 -3.2714 -2.0616
H 3.7384 -3.0501 1.4323
H 2.8611 -1.0369 2.5283
H 2.6240 1.3517 2.6179
H 3.4546 2.3670 1.4061
O -0.6505 1.8931 -0.5699
H -0.5480 5.1472 -0.6759
H -2.9269 4.0668 -1.3917
H -3.8207 1.3603 -1.3899
H -2.4399 0.3036 -1.8299

Atoms 1-6, force components in eV/Å:
C 0.337 -0.057 -0.188
H -0.020 0.012 0.032
H 0.000 -0.075 0.002
H -0.044 0.026 -0.006
O -0.336 -0.176 0.135
C 0.074 -0.167 -0.077


Record 3
Below is a molecular structure, C19H18N7O4PRu, with properties calculated with ωB97M-V with the def2-TZVPD basis set.

total charge	+2
HOMO level (alpha / beta)	-15.240 / -15.250	eV
E	-1854.80808	hartree
LUMO level (alpha / beta)	-5.9 / -8.1	eV
spin multiplicity	5
gap between HOMO and LUMO (alpha / beta)	9.3291 / 7.1268	eV

Element x y z (Å)
Ru -0.6070 1.1125 0.3934
C -1.6366 -3.0184 3.8631
N -1.5978 -1.6491 3.3280
C -2.0265 -0.5292 4.0017
C -1.8162 0.5307 3.1802
N -1.2731 0.0555 2.0086
C -1.1444 -1.2689 2.1255
P -0.4295 -2.3625 0.8546
C -1.3434 -1.6436 -0.5537
N -1.5036 -0.3431 -0.7976
C -2.3302 -0.2286 -1.8912
C -2.6635 -1.4784 -2.3075
N -2.0353 -2.3557 -1.4616
C -2.1151 -3.8218 -1.5587
C 1.1459 -1.4782 0.6348
N 1.2750 -0.1704 0.4421
C 2.6128 0.0999 0.3684
C 3.2995 -1.0701 0.5140
N 2.3669 -2.0557 0.6810
C 2.6660 -3.4804 0.8776
H -2.0531 -2.9777 4.8643
H -0.6321 -3.4295 3.9156
H -2.2677 -3.6474 3.2411
H -2.4341 -0.5816 4.9965
H -1.9914 1.5789 3.3489
H -2.6439 0.7228 -2.2863
H -3.2885 -1.8104 -3.1186
H -2.6584 -4.0711 -2.4644
H -2.6465 -4.2261 -0.7013
H -1.1178 -4.2482 -1.6162
H 2.9998 1.0954 0.2293
H 4.3565 -1.2752 0.5168
H 3.7427 -3.6094 0.8350
H 2.2086 -4.0746 0.0911
H 2.3104 -3.8105 1.8503
O 2.6058 7.0783 -3.6075
C 2.3218 6.4267 -4.5206
O 2.0138 5.7447 -5.4057
C 1.2846 4.2531 -2.6174
C 0.7884 3.1371 -3.2396
C 0.2079 2.2045 -2.3998
N 0.1334 2.4001 -1.0714
C 0.6617 3.5149 -0.5185
C 1.2629 4.5021 -1.2717
C 0.6094 3.5918 0.9849
O 1.0894 4.4919 1.5936
O -0.0024 2.5300 1.5548
H 0.8343 2.9778 -4.3088
H -0.2156 1.2877 -2.7875
H 1.6761 5.3795 -0.7896

Atoms 1-6, force components in eV/Å:
Ru 0.274 0.229 -0.019
C 0.001 0.138 -0.029
N -0.067 -0.152 0.212
C 0.035 -0.145 -0.011
C 0.145 -0.023 -0.192
N -0.109 0.127 0.202


Record 4
Below is a molecular structure, C11H25Cl2CrN2OP2 in a non-equilibrium geometry, with properties calculated with ωB97M-V with the def2-TZVPD basis set.

total charge	+2
HOMO level (alpha / beta)	-14.631 / -14.638	eV
E	-3265.77534	hartree
LUMO level (alpha / beta)	-10.0 / -10.4	eV
spin multiplicity	4
gap between HOMO and LUMO (alpha / beta)	4.5963 / 4.2656	eV

Element x y z (Å)
C 0.9094 -0.1110 -3.6898
C 0.9728 -0.0334 -2.2009
H 1.9576 -0.0761 -4.0524
H 0.3029 0.6941 -4.1484
H 0.4175 -1.0394 -4.0306
O 2.0016 0.0497 -1.5575
Cl -2.8853 -0.0237 -2.9793
Cr -1.0863 -0.0523 -1.6347
P -0.3765 2.3616 -0.9512
C 1.0026 2.9291 0.0972
C 0.0850 3.2151 -2.4787
H 0.1348 4.2871 -2.2851
H -1.6879 4.3443 -0.7390
H -0.6568 3.0056 -3.2544
H -2.7015 2.8689 -0.7345
H 1.9399 2.5263 -0.2896
H 1.0663 2.8605 -2.8105
C -1.7864 3.3263 -0.3583
H 1.0286 4.0231 0.0551
H -1.8230 3.3397 0.7319
H 0.9042 2.6176 1.1380
P -0.1113 -2.2906 -0.7279
C 1.2472 -2.6213 0.4770
C -1.4256 -3.4307 -0.1343
H -0.1077 -3.0902 -3.0071
H 0.6653 -4.2831 -1.9014
H 1.5597 -2.8040 -2.3991
C 0.5689 -3.2143 -2.1537
H -2.3889 -2.9925 -0.4351
H -1.2766 -4.4154 -0.6037
H 1.3947 -3.7126 0.5598
H 1.0134 -2.2089 1.4657
H -1.3991 -3.5271 0.9631
H 2.1686 -2.1508 0.1083
Cl -2.5495 -0.2180 0.0648
N -0.5901 -0.9020 2.5766
C -0.7766 -0.5522 3.8792
C -0.7958 0.8386 3.9071
C -0.6150 1.2610 2.5801
N -0.3927 0.1733 1.7996
H -0.7688 -1.8045 2.1665
H -0.8891 -1.2758 4.6488
H -0.9521 1.4922 4.7548
H -0.7180 2.2435 2.1727

Atoms 1-6, force components in eV/Å:
C -0.342 -0.132 -1.528
C 4.967 0.461 2.548
H -0.621 0.010 0.146
H 0.321 -0.138 0.440
H 0.251 0.193 0.317
O -3.830 -0.258 -1.854


Record 5
Below is a molecular structure, C18H38BN6O2OsS, with properties calculated with ωB97M-V with the def2-TZVPD basis set.

total charge	+3
HOMO level	-16.541	eV
E	-1700.64864	hartree
LUMO level	-8.3	eV
gap between HOMO and LUMO	8.2584	eV

Element x y z (Å)
Os -0.6536 0.3206 0.3194
N 0.8353 0.1702 -1.1644
C 1.9755 0.9663 -0.6162
C 1.4381 2.3170 -0.1943
N 0.2490 2.1642 0.7175
C -0.7300 3.2815 0.4533
C -1.9573 2.7693 -0.3047
N -1.6022 1.5524 -1.0942
C 0.6810 2.1472 2.1483
C -0.4138 1.5628 3.0210
N -0.7797 0.2050 2.5004
H 1.1439 -0.7893 -1.3114
H 0.6077 0.5165 -2.0978
H 2.7655 1.0906 -1.3585
H 2.3883 0.4122 0.2266
H 1.1190 2.8681 -1.0797
H 2.2120 2.9162 0.2891
H -0.2258 4.0798 -0.0889
H -1.0503 3.7112 1.4004
H -2.3720 3.5472 -0.9475
H -2.7368 2.4635 0.3923
H -1.0430 1.8341 -1.9010
H -2.4542 1.1648 -1.4933
H 0.9538 3.1515 2.4810
H 1.5751 1.5228 2.2102
H -1.3146 2.1752 2.9893
H -0.0844 1.5143 4.0586
H -1.6413 -0.1261 2.9289
H -0.0711 -0.4708 2.7947
C -2.8292 -3.5558 -2.2623
C -2.9579 -3.5102 -0.7509
C -4.0497 -4.4307 -0.2563
O -1.6576 -3.9869 -0.2031
B -0.8983 -2.8968 0.0162
O -1.5624 -1.6954 -0.1262
C -3.0293 -2.0655 -0.1741
C -3.5302 -2.0017 1.2551
C -3.7609 -1.0844 -1.0564
H -2.5952 -4.5730 -2.5724
H -2.0423 -2.8933 -2.6284
H -3.7685 -3.2762 -2.7382
H -3.9401 -5.4112 -0.7176
H -5.0269 -4.0423 -0.5474
H -4.0295 -4.5486 0.8250
H -2.9993 -2.6958 1.9083
H -4.5921 -2.2408 1.2976
H -3.4154 -0.9841 1.6327
H -3.2835 -0.9704 -2.0289
H -3.8458 -0.1205 -0.5521
H -4.7789 -1.4396 -1.2239
C 0.0156 -7.9662 0.0200
C 0.9897 -6.8867 0.3340
C 2.3120 -7.0917 0.6542
C 3.1395 -5.9940 0.8884
N 2.6470 -4.7358 0.8179
C 1.3948 -4.5743 0.5257
S 0.8601 -2.8770 0.5046
N 0.5556 -5.6013 0.2794
C 4.5776 -6.1322 1.2204
H 0.2872 -8.8832 0.5377
H 0.0363 -8.1719 -1.0532
H -0.9996 -7.6874 0.3003
H 2.6976 -8.0989 0.7197
H -0.4164 -5.4038 0.0367
H 4.8788 -7.1716 1.3131
H 4.7885 -5.6011 2.1498
H 5.1719 -5.6511 0.4405

Atoms 1-6, force components in eV/Å:
Os 0.059 -0.069 0.047
N -0.046 0.031 -0.031
C 0.012 0.027 -0.021
C 0.038 -0.061 0.052
N 0.040 0.034 -0.049
C -0.030 -0.014 0.081


Record 6
Below is a molecular structure, C11H15N2NiO5, with properties calculated with ωB97M-V with the def2-TZVPD basis set.

total charge	+1
HOMO level (alpha / beta)	-11.215 / -11.216	eV
E	-2421.98357	hartree
LUMO level (alpha / beta)	-2.9 / -2.9	eV
gap between HOMO and LUMO (alpha / beta)	8.2940 / 8.2879	eV

Element x y z (Å)
Ni 0.6926 1.1463 -0.0244
C 0.1631 6.1427 0.1228
O -0.5206 4.8762 0.0478
C 0.1472 3.7573 0.0381
O -0.4544 2.6818 -0.0111
N 1.5057 3.7774 0.0989
N 2.1221 2.5155 0.0505
H -0.6215 6.8896 0.1219
H 0.7981 6.2845 -0.7519
H 0.7303 6.2143 1.0508
H 2.0680 4.6114 0.1129
H 2.6880 2.3538 0.8803
H 2.7129 2.4355 -0.7742
C -4.3606 -3.2708 -0.0616
O -3.1220 -3.9779 -0.0528
C -1.9894 -3.2771 -0.0520
C -0.8045 -4.0644 -0.0380
C 0.3978 -3.4497 -0.0402
C 0.5256 -2.0237 -0.0537
C 1.7863 -1.4087 -0.0472
C 3.0805 -2.1655 -0.0406
O 1.9619 -0.1402 -0.0249
C -0.6789 -1.2479 -0.0548
O -0.7141 0.0500 -0.0600
C -1.9247 -1.9022 -0.0587
H -5.1341 -4.0312 -0.0587
H -4.4479 -2.6587 -0.9603
H -4.4538 -2.6460 0.8276
H -0.9001 -5.1403 -0.0274
H 1.2861 -4.0622 -0.0251
H 3.0003 -3.1875 -0.3894
H 3.4678 -2.1732 0.9805
H 3.7976 -1.6305 -0.6603
H -2.8051 -1.2787 -0.0648

Atoms 1-6, force components in eV/Å:
Ni 0.014 0.003 0.067
C -0.002 0.001 -0.004
O 0.004 0.002 -0.009
C 0.014 0.014 0.086
O -0.007 -0.012 -0.053
N 0.014 0.017 -0.005


Among the records above, which one has the highest E?
C21H21NO5S